Run 1
Molecular formula: C3H13NO3
Method: DFT, ωB97M-V/def2-TZVPD

The HOMO energy comes out at -0.3485 hartree. Its structure (SMILES) is CNCCO.O.O. The calculation puts the lowest unoccupied orbital energy at 0.82 eV. The calculation puts the molar mass at 111.1 g mol⁻¹.

Last column: Löwdin charge in e.
Atoms and positions in Å:
C -0.91 0.33 2.11  -0.128
N -0.29 0.29 0.80  -0.145
C 1.07 0.90 0.77  -0.199
C 1.46 1.19 -0.66  -0.277
O 1.54 0.03 -1.42  -0.063
H -1.43 -0.62 2.34  0.075
H -0.25 0.49 2.94  0.069
H -1.77 1.01 2.16  0.082
H -0.84 0.84 0.15  0.110
H 1.71 0.12 1.18  0.126
H 1.05 1.84 1.32  0.111
H 2.45 1.65 -0.68  0.122
H 0.74 1.88 -1.06  0.112
H 0.67 -0.29 -1.73  0.023
O -0.90 -2.22 -0.42  -0.060
H -0.76 -1.55 0.29  0.032
H 0.00 -2.41 -0.71  0.071
O -0.87 -0.90 -2.50  -0.084
H -1.18 -1.40 -1.72  -0.029
H -1.48 -1.20 -3.17  0.053

---

Run 2
Molecular formula: C3H13NO3
Method: DFT, ωB97M-V/def2-TZVPD

The HOMO energy comes out at -0.3141 hartree. Its structure (SMILES) is C=C(C)N.O.O.O. The calculation puts the lowest unoccupied orbital energy at 0.55 eV. The calculation puts the molar mass at 111.1 g mol⁻¹.

Last column: Löwdin charge in e.
Atoms and positions in Å:
C -1.54 -0.72 0.43  0.024
C -0.24 -0.42 0.57  -0.494
C 0.57 -0.79 1.78  -0.057
N 0.52 0.06 -0.52  0.069
H -1.96 -0.53 -0.54  0.051
H -2.04 -1.36 1.14  0.056
H -0.04 -1.14 2.59  0.077
H 1.24 -1.61 1.50  0.077
H 1.20 0.03 2.12  0.075
H 1.29 0.64 -0.22  0.099
H -0.12 0.59 -1.12  0.062
O -0.84 1.32 -3.04  -0.054
H -1.48 0.86 -3.60  0.047
H -0.14 1.61 -3.63  0.048
O 1.86 -2.58 -1.01  -0.078
H 1.30 -3.02 -1.65  0.028
H 1.53 -1.68 -0.93  -0.017
O -0.40 2.66 2.23  -0.063
H -0.62 2.94 3.12  0.034
H -0.90 1.85 2.08  0.015

---

Run 3
Molecular formula: C3H13NO3
Method: DFT, ωB97M-V/def2-TZVPD

The HOMO energy comes out at -0.3362 hartree. Its structure (SMILES) is NCCCO.O.O. The calculation puts the lowest unoccupied orbital energy at 0.63 eV. The calculation puts the molar mass at 111.1 g mol⁻¹.

Last column: Löwdin charge in e.
Atoms and positions in Å:
N 1.71 2.40 0.99  -0.019
C 1.32 1.00 1.14  -0.294
C -0.19 0.91 0.94  -0.189
C -0.92 -0.44 1.20  -0.203
O -0.96 -1.32 0.04  -0.106
H 2.65 2.58 1.31  0.059
H 1.07 2.99 1.51  0.055
H 1.82 0.46 0.36  0.086
H 1.49 0.64 2.16  0.112
H -0.55 1.21 -0.04  0.116
H -0.60 1.55 1.73  0.111
H -1.93 -0.06 1.24  0.112
H -0.42 -0.98 2.00  0.120
H -1.89 -1.54 -0.10  0.082
O 1.84 -1.65 -0.74  -0.059
H 2.07 -1.99 -1.61  0.033
H 0.89 -1.68 -0.58  -0.003
O -2.47 -0.47 -2.89  -0.034
H -1.67 -0.57 -2.44  -0.021
H -2.21 -0.64 -3.80  0.043

---

Which structure wins on stability? run 2 wins.